Record 1
{"formula": "C16H18AuN5OS2", "method": "the ωB97M-V functional and the def2-TZVPD basis", "total_charge": 2, "e_lumo_ha": [-0.24982, -0.30637], "spin_multiplicity": 3, "s_squared": 2.014, "orbital_gap_ev": [7.730, 6.462], "symbols": ["Au", "C", "S", "C", "S", "N", "N", "C", "C", "C", "C", "C", "C", "N", "H", "H", "H", "H", "H", "H", "H", "H", "C", "C", "O", "N", "C", "C", "C", "C", "C", "C", "N", "H", "H", "H", "H", "H", "H", "H", "H", "H", "H"], "positions_angstrom": [[0.186, 0.531, -0.083], [-4.996, -1.469, 0.942], [-4.769, -1.061, -0.803], [-3.347, -0.046, -0.761], [-2.477, -0.467, -2.175], [-3.094, 0.790, 0.185], [-1.875, 1.424, 0.048], [-1.865, 2.701, 0.051], [-0.580, 3.398, -0.082], [-0.490, 4.775, -0.047], [0.760, 5.366, -0.207], [1.863, 4.555, -0.397], [1.698, 3.176, -0.411], [0.503, 2.614, -0.260], [-6.000, -1.883, 1.019], [-4.925, -0.563, 1.537], [-4.272, -2.214, 1.263], [-2.794, 3.260, 0.119], [-1.378, 5.370, 0.099], [0.862, 6.441, -0.184], [2.850, 4.971, -0.531], [2.533, 2.502, -0.534], [4.634, -0.625, 0.481], [3.252, -0.671, -0.085], [2.442, 0.235, 0.185], [2.937, -1.715, -0.860], [1.632, -1.910, -1.476], [0.606, -2.424, -0.501], [0.421, -3.780, -0.296], [-0.496, -4.213, 0.646], [-1.212, -3.272, 1.369], [-0.989, -1.934, 1.112], [-0.101, -1.523, 0.198], [4.886, 0.400, 0.736], [5.368, -1.029, -0.212], [4.658, -1.218, 1.396], [3.630, -2.441, -0.962], [1.750, -2.611, -2.302], [1.306, -0.960, -1.911], [0.989, -4.490, -0.881], [-0.650, -5.269, 0.814], [-1.929, -3.563, 2.121], [-1.525, -1.158, 1.642]], "forces_ev_per_a": [[0.1, 0.3, 0.1], [0.0, 0.0, 0.0], [0.0, 0.0, 0.0], [-0.1, 0.1, 0.0], [0.0, 0.0, 0.1], [0.2, -0.2, -0.1], [-0.3, 0.3, -0.1], [0.1, -0.2, 0.0], [-0.2, 0.0, 0.0], [0.1, -0.1, -0.1], [0.0, -0.1, 0.0], [0.0, 0.0, 0.0], [0.1, 0.0, 0.0], [0.0, 0.0, 0.1], [0.0, 0.0, 0.0], [0.0, 0.0, 0.0], [0.0, 0.0, 0.0], [0.0, 0.0, 0.1], [-0.1, 0.0, 0.0], [0.0, 0.0, 0.0], [0.0, 0.0, 0.0], [0.0, 0.0, 0.0], [0.0, 0.0, 0.0], [0.1, -0.2, 0.0], [-0.2, 0.2, -0.1], [0.0, -0.1, 0.1], [0.1, 0.1, -0.2], [0.0, -0.1, 0.0], [0.0, 0.0, -0.1], [0.0, 0.0, 0.0], [0.0, 0.1, 0.0], [-0.1, -0.1, 0.1], [-0.1, 0.0, 0.0], [0.0, 0.0, 0.0], [0.0, 0.0, 0.0], [0.0, 0.0, 0.0], [0.0, 0.1, -0.1], [0.0, 0.0, 0.1], [0.0, -0.1, 0.0], [0.0, 0.0, 0.0], [0.0, 0.0, 0.0], [0.0, 0.0, 0.0], [0.0, 0.0, 0.0]], "lowdin_charge": [1.153, -0.331, 0.923, -1.162, 0.747, -0.026, -0.115, -0.020, -0.238, 0.031, 0.009, 0.004, -0.073, -0.031, 0.054, 0.046, 0.031, 0.155, 0.134, 0.134, 0.129, 0.111, 0.039, -0.472, -0.079, 0.107, -0.102, -0.247, 0.023, 0.004, -0.014, -0.107, -0.053, 0.100, 0.100, 0.110, 0.165, 0.145, 0.109, 0.134, 0.133, 0.124, 0.114]}

---

Record 2
{"formula": "C16H18Br2Cl2I2N2S2V", "method": "the ωB97M-V functional and the def2-TZVPD basis", "total_charge": -2, "de_lowest_kj_mol": 0.00, "e_lumo_ha": [0.13715, 0.13580], "spin_multiplicity": 4, "s_squared": 3.928, "orbital_gap_ev": [5.857, 5.893], "symbols": ["V", "I", "C", "I", "H", "H", "Br", "C", "Br", "H", "H", "S", "C", "C", "C", "C", "N", "C", "C", "C", "S", "C", "N", "H", "H", "Cl", "C", "Cl", "H", "H", "C", "C", "C", "C", "C", "H", "H", "H", "H", "H", "H", "H", "H", "H", "H"], "positions_angstrom": [[-1.010, 0.076, -0.300], [-1.780, -2.421, -1.264], [-0.051, -4.464, 0.649], [1.636, -4.255, 1.807], [0.089, -4.899, -0.324], [-0.984, -4.534, 1.180], [-0.023, 3.341, 0.750], [-1.771, 3.875, 0.407], [-3.478, 0.920, -0.063], [-2.138, 3.619, -0.573], [-2.412, 3.967, 1.267], [-1.283, 1.398, -2.369], [0.204, 1.145, -3.233], [0.315, 1.569, -4.561], [1.477, 1.395, -5.298], [1.528, 1.856, -6.657], [1.554, 2.237, -7.743], [2.586, 0.772, -4.701], [2.490, 0.347, -3.382], [1.328, 0.520, -2.633], [1.299, 0.008, -0.971], [3.807, 0.572, -5.425], [4.795, 0.402, -5.992], [-0.539, 2.046, -5.023], [3.342, -0.134, -2.919], [3.415, -1.315, 3.511], [2.665, -0.554, 2.084], [2.385, 1.168, 2.299], [1.710, -1.036, 1.915], [3.324, -0.693, 1.236], [-2.025, 0.990, 3.362], [-1.585, -0.383, 2.845], [-2.780, -1.349, 2.853], [-0.480, -0.939, 3.750], [-1.105, -0.256, 1.432], [-2.426, 0.901, 4.378], [-2.791, 1.406, 2.707], [-1.177, 1.679, 3.379], [-3.140, -1.499, 3.878], [-2.492, -2.315, 2.433], [-3.586, -0.949, 2.238], [-0.857, -1.074, 4.768], [0.369, -0.253, 3.793], [-0.128, -1.909, 3.389], [-0.275, -0.976, 1.122]], "forces_ev_per_a": [[-0.2, -0.4, -0.4], [0.0, 0.1, 0.0], [0.1, -0.2, 0.1], [0.0, 0.0, 0.0], [0.0, 0.1, 0.0], [0.0, 0.1, 0.0], [-0.1, 0.1, 0.0], [0.2, 0.0, 0.0], [-0.1, 0.1, 0.0], [0.0, 0.0, 0.0], [0.0, 0.0, 0.0], [0.1, 0.0, 0.0], [0.0, 0.0, 0.1], [0.0, 0.0, 0.0], [0.0, 0.0, -0.1], [0.0, 0.0, 0.1], [0.0, 0.0, 0.0], [0.1, 0.0, 0.0], [0.0, 0.0, 0.0], [-0.1, 0.1, 0.0], [0.1, 0.0, 0.0], [-0.1, 0.0, 0.0], [0.0, 0.0, 0.0], [0.0, 0.0, 0.0], [0.0, 0.0, 0.0], [0.0, 0.1, 0.0], [0.0, 0.0, -0.2], [0.1, 0.1, 0.2], [0.0, 0.0, 0.0], [0.0, 0.0, 0.0], [0.0, 0.0, 0.0], [0.0, 0.0, 0.0], [0.0, 0.0, 0.0], [0.0, 0.0, 0.0], [0.3, 0.3, 0.3], [0.0, 0.0, 0.0], [0.0, 0.0, 0.0], [0.0, 0.0, 0.0], [0.0, 0.0, 0.0], [0.0, 0.0, 0.0], [0.0, 0.0, 0.0], [0.0, 0.0, 0.0], [0.0, 0.0, 0.0], [0.0, 0.0, 0.0], [-0.2, -0.1, -0.1]], "lowdin_charge": [-0.293, 0.145, -0.712, 0.710, -0.077, -0.070, 0.590, -0.550, 0.001, -0.073, -0.031, 0.502, -0.676, -0.075, -0.214, -0.200, 0.126, -0.216, -0.076, -0.665, 0.577, -0.204, 0.124, 0.106, 0.106, 0.444, -1.076, 0.505, -0.055, 0.010, -0.080, -0.663, -0.070, -0.076, -0.344, 0.075, 0.034, 0.066, 0.075, 0.071, 0.046, 0.080, 0.048, 0.050, 0.003]}

---

Record 3
{"formula": "C16H18BrNO7S", "method": "the ωB97M-V functional and the def2-TZVPD basis", "e_lumo_ha": -0.05722, "spin_multiplicity": 1, "smiles": "CC(=O)N(C)C1=C(S)C(=O)C(Br)=C(CCC(=O)O)C1=O.O=C1CCCO1", "orbital_gap_ev": 7.760, "symbols": ["C", "C", "O", "N", "C", "C", "C", "S", "C", "O", "C", "Br", "C", "C", "C", "C", "O", "O", "C", "O", "H", "H", "H", "H", "H", "H", "H", "H", "H", "H", "H", "H", "O", "C", "O", "C", "C", "C", "H", "H", "H", "H", "H", "H"], "positions_angstrom": [[5.132, -1.457, -0.876], [3.615, -1.024, -0.509], [3.297, -0.995, 0.699], [2.757, -0.655, -1.650], [2.694, 0.814, -1.892], [1.452, -1.317, -1.641], [1.434, -2.703, -2.022], [2.935, -3.659, -2.532], [0.057, -3.547, -1.996], [-0.164, -4.528, -2.741], [-1.028, -3.074, -0.899], [-2.286, -4.428, -0.197], [-1.010, -1.706, -0.547], [-2.085, -1.117, 0.501], [-3.194, -0.347, -0.421], [-4.693, -0.669, 0.021], [-5.353, -0.012, 0.862], [-5.316, -1.799, -0.609], [0.057, -0.697, -1.215], [-0.331, 0.481, -1.375], [5.213, -2.592, -0.911], [5.325, -1.082, -1.953], [5.907, -0.943, -0.222], [3.764, 1.240, -1.788], [2.287, 1.120, -2.907], [2.114, 1.275, -1.005], [3.025, -3.526, -3.928], [-2.549, -1.916, 1.165], [-1.538, -0.282, 1.079], [-3.073, -0.639, -1.524], [-3.060, 0.783, -0.363], [-4.934, -1.848, -1.522], [-2.003, 1.279, 1.715], [-1.467, 2.192, 2.292], [-0.847, 2.071, 3.494], [-0.418, 3.363, 3.940], [-0.326, 4.205, 2.690], [-1.422, 3.621, 1.823], [-1.156, 3.750, 4.649], [0.545, 3.275, 4.446], [-0.440, 5.273, 2.880], [0.644, 4.050, 2.208], [-2.389, 4.090, 2.018], [-1.172, 3.679, 0.764]], "forces_ev_per_a": [[-0.7, 1.1, -1.6], [1.7, -0.3, 3.0], [0.1, -0.1, -4.2], [-1.8, -0.2, 0.4], [0.9, 1.2, 1.5], [0.4, -3.3, -0.6], [-1.2, 1.9, 0.1], [-0.9, 0.7, -0.4], [-0.9, -1.8, -0.6], [1.1, 3.6, 2.6], [1.6, 2.5, -0.6], [1.3, 1.4, -0.9], [-0.6, -2.7, 0.5], [1.2, 1.0, -1.9], [-0.8, 0.0, -0.1], [-1.8, 1.3, 1.6], [2.7, -2.7, -3.1], [1.5, 2.1, -0.1], [-1.8, 1.1, 0.2], [1.9, -3.4, 0.4], [-0.1, 1.6, 0.3], [-0.3, -0.7, 1.6], [-1.3, -0.9, -0.5], [-1.6, -0.8, -0.4], [0.3, -0.8, 1.4], [0.7, -0.3, -1.7], [-0.6, 0.2, 1.4], [0.8, 1.0, -1.0], [-1.1, -2.1, -0.8], [-0.2, 0.3, 1.6], [-0.2, -1.7, 0.1], [-0.3, -0.2, 1.2], [0.5, 1.2, 1.1], [-0.6, -0.4, -0.3], [-0.2, -0.2, -0.5], [0.3, 0.3, 0.4], [0.3, 0.6, -0.2], [0.4, 0.3, -0.1], [0.0, -0.1, 0.0], [-0.2, -0.2, 0.0], [0.0, -0.1, 0.1], [-0.1, 0.0, 0.1], [0.0, -0.1, -0.1], [-0.4, -0.1, 0.0]], "lowdin_charge": [-0.034, -0.395, 0.070, -0.124, -0.058, -0.116, -0.371, 0.765, -0.340, 0.022, -0.473, 0.723, -0.129, -0.108, -0.084, -0.392, 0.058, 0.018, -0.180, 0.071, 0.063, 0.085, 0.085, 0.109, 0.108, 0.103, -0.086, 0.105, 0.090, 0.121, 0.115, 0.107, 0.081, -0.429, 0.046, -0.160, -0.164, -0.071, 0.130, 0.128, 0.120, 0.122, 0.139, 0.131]}

---

Record 4
{"formula": "C16H18ClNO2PtSe3SiTe", "method": "the ωB97M-V functional and the def2-TZVPD basis", "total_charge": -2, "de_lowest_kj_mol": 99.42, "e_lumo_ha": 0.14783, "spin_multiplicity": 1, "orbital_gap_ev": 4.502, "symbols": ["Pt", "Cl", "C", "C", "C", "C", "O", "C", "C", "O", "C", "H", "H", "H", "H", "Se", "Se", "Te", "Se", "C", "Si", "C", "C", "N", "C", "C", "C", "C", "C", "C", "H", "H", "H", "H", "H", "H", "H", "H", "H", "H", "H", "H", "H", "H"], "positions_angstrom": [[-0.270, -0.151, -0.134], [4.359, -0.045, 5.456], [2.997, 0.006, 4.350], [1.705, -0.279, 4.840], [0.630, -0.254, 4.006], [0.758, 0.055, 2.608], [-0.294, 0.056, 1.905], [2.081, 0.371, 2.148], [2.361, 0.820, 0.818], [1.567, 1.034, -0.101], [3.176, 0.324, 3.040], [1.581, -0.517, 5.889], [-0.371, -0.475, 4.352], [3.425, 1.036, 0.617], [4.166, 0.563, 2.667], [-2.029, -1.745, -0.182], [-3.093, -1.562, 1.890], [-4.507, 0.613, 1.833], [-3.005, 2.528, 1.419], [-2.779, 0.948, -2.472], [-0.948, 1.072, -2.834], [-0.313, 2.719, -2.183], [-0.887, 1.235, -4.730], [-0.092, -0.285, -2.164], [0.821, -1.153, -2.688], [1.193, -1.171, -4.056], [2.102, -2.085, -4.561], [2.708, -3.037, -3.750], [2.366, -3.036, -2.402], [1.460, -2.132, -1.882], [-3.291, 1.834, -2.863], [-2.983, 0.899, -1.402], [-3.205, 0.057, -2.942], [-1.060, 3.494, -2.381], [0.630, 3.008, -2.657], [-0.161, 2.681, -1.105], [-1.562, 2.057, -4.988], [-1.248, 0.334, -5.231], [0.101, 1.480, -5.125], [0.760, -0.454, -4.732], [2.341, -2.046, -5.620], [3.416, -3.751, -4.153], [2.815, -3.761, -1.730], [1.204, -2.168, -0.831]], "forces_ev_per_a": [[0.1, 0.1, 0.0], [0.0, 0.0, 0.0], [0.0, 0.0, -0.1], [-0.1, 0.0, 0.0], [0.0, 0.0, 0.1], [-0.1, 0.2, 0.0], [0.1, -0.3, 0.0], [0.0, -0.2, -0.1], [-0.1, 0.2, 0.1], [0.0, -0.4, -0.1], [0.0, 0.0, 0.0], [0.0, 0.0, 0.0], [0.0, 0.0, 0.0], [0.0, 0.1, 0.0], [0.0, 0.0, 0.0], [-0.1, 0.1, 0.0], [0.0, 0.3, 0.0], [0.1, -0.2, -0.1], [0.0, 0.0, 0.1], [0.0, 0.0, 0.0], [-0.2, -0.1, 0.0], [0.0, 0.0, 0.0], [0.1, 0.0, 0.0], [0.1, 0.1, 0.0], [0.0, -0.1, 0.0], [0.0, 0.0, 0.0], [0.0, 0.0, 0.0], [0.0, 0.0, 0.0], [0.0, 0.0, 0.0], [0.0, 0.0, 0.0], [0.0, 0.0, 0.0], [0.0, 0.0, 0.0], [0.0, 0.0, 0.0], [0.0, 0.0, 0.0], [0.0, 0.0, 0.0], [0.0, 0.0, 0.0], [0.0, 0.0, 0.0], [0.0, 0.0, 0.0], [0.0, 0.0, 0.0], [0.0, 0.0, 0.0], [0.0, 0.0, 0.0], [0.0, 0.0, 0.0], [0.0, 0.0, 0.0], [0.0, 0.0, 0.0]], "lowdin_charge": [0.714, 0.574, -0.687, -0.114, 0.014, -0.348, -0.275, -0.131, -0.201, -0.107, -0.092, 0.096, 0.120, 0.125, 0.104, -0.001, -0.292, -0.026, -0.508, -0.214, 0.363, -0.184, -0.208, -0.262, -0.360, -0.058, -0.141, -0.162, -0.132, -0.073, 0.026, -0.041, 0.024, 0.025, 0.020, 0.001, 0.019, 0.023, 0.013, 0.052, 0.084, 0.071, 0.088, 0.063]}